This record from the OMol25 dataset describes C26H28B2F4N11O4SV as an isolated structure. The level of theory is the ωB97M-V functional and the def2-TZVPD basis.

Structure (XYZ):
```
77
Properties=species:S:1:pos:R:3:forces:R:3:lowdin_charge:R:1
V 0.133497 -0.097285 0.304196 -0.6 -0.1 0.3 0.928
C -1.244001 -3.848201 -1.723225 0.0 0.0 0.0 0.029
C -0.946761 -2.684246 -0.843054 0.2 0.0 -0.2 -0.221
N -0.093532 -1.759273 -1.116908 0.0 0.0 0.1 -0.052
O 0.612870 -1.939532 -2.239251 -0.1 -0.1 0.0 0.063
B 1.391860 -0.834015 -2.908574 -0.1 0.1 0.1 -1.099
F 2.367953 -1.488360 -3.616464 0.0 0.0 0.0 0.180
F 0.583432 -0.041461 -3.688718 0.0 0.0 0.0 0.154
O 2.027290 0.074339 -1.870294 0.3 0.0 -0.2 0.044
N 1.956305 -0.371093 -0.606562 -0.4 -0.1 0.1 -0.081
C 2.880629 -1.090176 -0.090528 0.2 0.2 -0.1 -0.216
C 4.160154 -1.421911 -0.771605 -0.1 -0.1 -0.1 0.042
C 2.575900 -1.475832 1.306400 -0.1 0.0 0.3 -0.211
N 1.378508 -1.176937 1.673594 0.1 0.0 -0.3 -0.008
O 1.068342 -1.381023 2.957979 0.1 0.1 0.1 0.079
B -0.251186 -2.069206 3.238685 0.0 -0.1 0.0 -1.074
F -0.133350 -3.388676 2.806517 0.0 0.0 0.0 0.160
F -0.506954 -1.918087 4.559395 0.0 0.0 0.0 0.212
O -1.368243 -1.411251 2.464858 -0.1 0.1 0.1 0.055
N -1.122272 -1.533395 1.140819 0.3 0.2 -0.2 -0.076
C -1.527584 -2.568175 0.506200 -0.2 0.1 0.1 -0.232
C -2.470429 -3.580785 1.043424 0.1 -0.1 0.1 0.027
C 3.578014 -2.097021 2.215142 -0.1 0.0 0.0 0.029
H -0.741487 -3.740909 -2.678028 0.0 0.0 0.0 0.093
H -2.320039 -3.930796 -1.882253 0.0 0.0 0.0 0.098
H -0.913662 -4.773579 -1.247491 0.0 0.0 0.0 0.107
H 4.027370 -1.403927 -1.850719 0.0 0.0 0.0 0.091
H 4.525375 -2.397433 -0.457738 0.0 0.0 0.0 0.100
H 4.915627 -0.678983 -0.499220 0.0 0.0 0.0 0.113
H -2.827508 -3.280046 2.023156 0.0 0.0 0.0 0.101
H -1.973933 -4.547484 1.134527 0.0 0.0 0.0 0.110
H -3.305376 -3.698702 0.350170 0.0 0.0 0.0 0.101
H 4.589888 -1.965706 1.841591 0.0 0.0 0.0 0.084
H 3.376691 -3.166085 2.314860 0.0 0.0 0.0 0.115
H 3.486420 -1.665619 3.210581 0.0 0.0 0.0 0.100
N -3.559561 0.022453 0.730196 0.0 -0.1 0.0 0.185
C -2.951655 1.002612 1.403947 0.1 0.2 0.1 -0.416
N -3.768967 1.752560 2.134363 -0.1 0.0 0.0 0.190
C -3.217029 2.752853 2.802830 0.1 -0.1 0.0 -0.425
N -4.001512 3.538722 3.540513 0.0 0.0 0.0 0.192
N -1.899911 3.039328 2.781038 0.1 0.1 0.0 0.189
C -1.171857 2.231334 2.053198 -0.2 -0.1 0.0 -0.265
N -1.594571 1.190840 1.320008 -0.2 -0.2 0.0 0.103
C 0.284087 2.476593 2.083117 0.0 0.0 0.0 -0.171
C 0.799519 3.505806 2.854990 0.0 0.0 0.0 0.027
C 2.170779 3.643015 2.959489 0.0 0.0 0.0 -0.014
C 2.972169 2.744647 2.277625 0.0 0.0 0.0 -0.028
C 2.373698 1.768433 1.504753 0.0 0.1 0.1 -0.115
N 1.048092 1.623707 1.396078 0.3 -0.2 -0.1 0.078
H -4.564310 0.008220 0.774542 0.0 0.0 0.0 0.126
H -3.096728 -0.466374 -0.006647 0.1 -0.1 -0.2 0.028
H -4.979089 3.323391 3.623334 0.0 0.0 0.0 0.118
H -3.591220 4.266104 4.097230 0.0 0.0 0.0 0.116
H 0.111265 4.151754 3.376416 0.0 0.0 0.0 0.117
H 2.602284 4.426782 3.566830 0.0 0.0 0.0 0.123
H 4.050627 2.796790 2.324254 0.0 0.0 0.0 0.123
H 2.988054 1.086498 0.943055 0.0 0.0 0.0 0.103
C 2.746450 3.457508 -1.248531 0.0 0.0 0.0 -0.011
C 1.455213 3.744025 -1.948687 -0.1 0.0 0.0 -0.285
C 1.325376 4.930171 -2.704953 0.0 0.1 0.0 0.003
C 0.149322 5.193216 -3.338231 0.1 0.0 0.0 0.013
C -0.897797 4.254016 -3.251856 0.0 -0.1 0.0 -0.144
C -2.121438 4.439254 -3.934769 -0.1 0.0 0.0 0.016
C -3.108911 3.482231 -3.890890 0.0 0.1 0.0 -0.050
C -2.898554 2.313368 -3.173156 0.0 -0.1 0.0 -0.079
C -1.711141 2.087339 -2.457016 0.0 0.0 0.0 -0.535
S -1.562593 0.597982 -1.682256 0.2 0.0 0.1 0.960
C -0.671240 3.088757 -2.483482 -0.1 0.1 -0.1 -0.216
N 0.477138 2.868764 -1.818489 0.1 0.0 0.0 0.168
H 3.583142 3.936128 -1.754674 0.0 0.0 0.0 0.090
H 2.908232 2.381454 -1.217673 0.0 0.0 0.0 0.065
H 2.708152 3.844208 -0.228569 0.0 0.0 0.0 0.076
H 2.160863 5.613779 -2.767430 0.0 0.0 0.0 0.120
H 0.011175 6.096746 -3.918902 0.0 0.0 0.0 0.127
H -2.262010 5.347627 -4.507484 0.0 0.0 0.0 0.126
H -4.037201 3.625128 -4.425904 0.0 0.0 0.0 0.117
H -3.653648 1.538900 -3.162267 0.0 0.0 0.0 0.106
```
Positions in Å, forces in eV/Å.

2S+1: 4
Calculated total energy, Eh: -3702.39946
HOMO (spin up / spin down), eV: -11.0 / -11.9
LUMO (spin up / spin down), eV: -3.31 / -5.04
Expectation value of S²: 3.80
M, g mol⁻¹: 739.2
Charge: +1

---

This record from the OMol25 dataset describes one molecule with the formula C20H20N2O4S at a distorted geometry. The level of theory is the ωB97M-V functional and the def2-TZVPD basis.

Structure (XYZ):
```
47
Properties=species:S:1:pos:R:3:forces:R:3:lowdin_charge:R:1
C -2.190889 2.746225 -0.154921 0.0 0.0 0.0 -0.027
C -1.031030 3.598443 0.265818 0.0 0.1 0.1 -0.234
C -0.748501 4.768091 -0.429321 0.0 0.0 0.0 -0.046
C 0.290015 5.599675 -0.052011 0.1 0.0 0.0 -0.079
C 1.059192 5.279670 1.053375 0.1 0.1 0.0 -0.072
C 0.793979 4.118983 1.756507 -0.1 0.1 0.0 -0.056
C -0.230543 3.263838 1.362654 0.0 0.5 -0.1 -0.235
C -0.441937 2.005934 2.135193 0.7 -0.4 -0.1 -0.145
S 1.136834 1.124394 2.445403 0.1 -0.2 0.1 0.690
O 1.836666 1.746954 3.535111 0.1 0.4 0.0 -0.318
O 0.821546 -0.271519 2.581875 -0.1 -0.2 -0.2 -0.311
C 2.183915 1.331718 0.931836 -0.8 -0.2 0.7 -0.108
C 1.367118 1.006480 -0.246148 0.0 0.6 -0.8 -0.312
C 1.053878 1.702123 -1.383083 0.3 -0.3 0.6 0.007
C 0.160915 0.887761 -2.112879 -0.2 -0.8 0.3 0.025
C -0.019518 -0.247840 -1.366121 0.0 0.8 -0.9 -0.170
C -0.870041 -1.429772 -1.596553 0.0 -0.1 0.4 -0.444
O -1.530368 -1.575114 -2.607871 0.1 0.1 -0.2 0.074
N -0.865761 -2.300056 -0.561043 0.0 -0.1 0.3 0.089
C -1.566472 -3.562423 -0.614362 -0.1 0.0 -0.2 -0.123
C -0.612329 -4.721764 -0.720366 0.0 -0.2 0.1 -0.189
C -0.620455 -5.769204 0.190962 0.0 0.1 -0.2 -0.031
C 0.292491 -6.800743 0.041021 0.0 0.0 -0.1 -0.062
C 1.187669 -6.737054 -1.015475 -0.1 -0.3 0.3 -0.156
N 1.207698 -5.743387 -1.887950 0.3 0.0 -0.4 0.063
C 0.331474 -4.768093 -1.744336 -0.3 0.2 0.1 -0.096
O 0.719829 -0.173325 -0.233227 -0.1 -0.3 0.0 0.066
H -2.884806 2.605731 0.672552 -0.1 -0.1 0.0 0.091
H -1.860314 1.765192 -0.494160 0.0 -0.1 0.0 0.070
H -2.726649 3.218334 -0.973977 -0.1 0.0 0.0 0.083
H -1.358769 5.031920 -1.280733 -0.1 0.0 -0.1 0.110
H 0.489529 6.501019 -0.611798 0.0 0.1 0.0 0.103
H 1.859203 5.931647 1.369454 0.1 0.1 0.0 0.105
H 1.381542 3.860662 2.624560 0.1 0.1 0.1 0.105
H -0.830909 2.194438 3.135160 0.0 -0.1 0.1 0.124
H -1.073479 1.285281 1.626608 -0.1 -0.1 0.0 0.096
H 2.993083 0.621377 1.093298 0.0 0.0 0.1 0.122
H 2.559053 2.348102 0.907956 0.0 0.0 -0.1 0.107
H 1.417030 2.670699 -1.657702 0.1 0.3 0.0 0.121
H -0.296485 1.099909 -3.056601 -0.1 0.0 -0.2 0.125
H -0.260657 -2.122723 0.227522 0.0 0.1 -0.1 0.148
H -2.203359 -3.517868 -1.504556 0.0 0.0 0.2 0.131
H -2.196181 -3.670567 0.274666 0.0 0.0 -0.1 0.125
H -1.333578 -5.778948 1.003867 -0.1 0.0 0.1 0.111
H 0.310105 -7.631049 0.729912 0.0 -0.1 0.0 0.100
H 1.923686 -7.513752 -1.175432 0.0 -0.1 0.1 0.102
H 0.376579 -3.979396 -2.484686 -0.1 0.1 0.0 0.119
```
Positions in Å, forces in eV/Å.

2S+1: 1
Calculated total energy, Eh: -1582.78578
SMILES: Cc1ccccc1CS(=O)(=O)Cc1ccc(C(=O)NCc2cccnc2)o1
Relative energy (zero: lowest compared OMol25 entry of this formula, charge and spin), kcal per mole: 24.77
HOMO, eV: -8.9
LUMO, eV: 0.41
M, g mol⁻¹: 384.5

---

This record from the OMol25 dataset describes a 2-piece molecular cluster, C6H14NO overall at a distorted geometry. The level of theory is the ωB97M-V functional and the def2-TZVPD basis.

Structure (XYZ):
```
22
Properties=species:S:1:pos:R:3:forces:R:3:lowdin_charge:R:1
C -1.618064 1.762023 0.566771 -2.5 -1.3 -0.2 -0.056
C -2.239020 1.513937 -0.636863 2.5 0.7 2.9 0.002
C -0.091624 -1.739526 1.359689 -1.1 -0.2 -1.1 0.058
C -0.522140 -1.144662 -1.116951 -2.2 -3.2 -1.6 -0.029
C 2.854336 1.223542 -0.283339 7.7 1.0 0.8 -0.017
C 1.427368 -0.462493 0.001632 -1.3 -0.4 1.4 -0.095
N 0.007678 -0.807612 0.172446 2.0 0.7 1.1 -0.147
O 1.686798 0.756881 -0.330448 -6.8 0.6 -1.3 -0.045
H -0.778131 2.362624 0.536923 1.6 1.5 -0.4 0.029
H -1.819746 1.565931 1.641674 -0.7 -0.6 -1.0 0.085
H -1.678530 2.061795 -1.344661 0.1 0.2 -1.5 0.055
H -1.143122 -1.910804 1.425111 -0.7 -0.5 0.4 0.102
H 0.437064 -2.676967 1.259860 0.2 0.0 -0.6 0.115
H 0.231818 -1.256313 2.246736 0.4 0.8 0.5 0.102
H -0.103129 -2.070962 -1.495676 0.6 0.0 0.0 0.117
H -1.617650 -1.406103 -1.129321 0.9 0.7 0.5 0.134
H -0.342684 -0.362355 -1.809555 0.2 0.8 -0.5 0.101
H 3.744228 0.573351 -0.008189 -1.4 0.8 -0.4 0.113
H -2.982711 0.850052 -0.986348 -1.1 -0.3 0.4 0.056
H 2.949026 2.280375 -0.352435 0.0 0.5 -0.1 0.077
H 2.204847 -1.137517 -0.067498 0.9 -2.1 0.0 0.132
H -0.606616 0.024799 0.350435 0.8 0.4 0.7 0.109
```
Positions in Å, forces in eV/Å.

2S+1: 3
Calculated total energy, Eh: -366.50899
Relative energy (zero: lowest compared OMol25 entry of this formula, charge and spin), kcal per mole: 40.21
HOMO (spin up / spin down), eV: -10.6 / -14.3
LUMO (spin up / spin down), eV: -2.72 / -4.39
Expectation value of S²: 2.01
M, g mol⁻¹: 116.2
Charge: +1

---

The lowest M belongs to which entry?
C6H14NO